Entry from the OMol25 dataset: a molecular structure, C4H2ClF3O in a non-equilibrium geometry (the ωB97M-V functional and the def2-TZVPD basis).

- relative energy (zero: lowest compared OMol25 entry of this formula, charge and spin) (kcal per mole) = 36.3
- frontier orbital gap (eV) = 9.259
- DFT total energy (hartree) = -988.55608

```
! RIJCOSX wB97M-V def2-TZVPD def2/J DEFGRID3
* xyz 0 1
C -0.432 -1.304 0.159
C -1.095 0.018 -0.038
C 1.200 -0.191 -0.210
C 0.087 0.872 0.154
O -0.606 -2.463 0.088
F 1.165 -0.292 -1.509
F 0.263 2.030 -0.529
F 0.105 1.387 1.424
Cl 2.859 -0.286 0.486
H -1.797 0.149 -0.889
H -1.749 0.081 0.863
*
```

These are the Mulliken partial charges, in e, on atoms 1 to 2: number 1, C, carries 0.3712; number 2, C, carries -0.7169

Entry from the OMol25 dataset: a molecular structure, C16H15BrClN3O2S in a non-equilibrium geometry (the ωB97M-V functional and the def2-TZVPD basis).

- frontier orbital gap (eV) = 8.062
- DFT total energy (hartree) = -4365.43832

```
! RIJCOSX wB97M-V def2-TZVPD def2/J DEFGRID3
* xyz 0 1
C 2.015 4.497 -0.970
C 0.885 3.952 -0.338
H 0.047 4.731 -0.515
H 0.968 3.845 0.718
O 0.308 2.551 -1.017
C 0.915 1.499 -0.549
C 0.461 0.329 -1.141
C 1.119 -0.750 -1.223
C 2.099 -0.883 -0.246
C 2.633 0.173 0.521
C 1.958 1.656 0.327
H 2.283 2.400 0.760
H 3.421 -0.055 1.133
N 2.786 -2.057 0.148
C 2.242 -3.408 -0.185
S 3.170 -4.705 -0.251
N 0.974 -3.792 0.240
N -0.038 -2.746 0.670
C -1.071 -2.480 -0.142
O -1.453 -3.262 -0.907
C -2.216 -1.588 0.331
C -3.569 -1.667 0.053
C -4.491 -0.797 0.282
C -4.338 0.209 1.255
C -3.013 0.526 1.357
C -1.881 -0.480 1.272
Cl -0.425 -0.301 1.998
H -2.790 1.349 2.230
H -5.161 0.792 1.447
Br -6.177 -1.245 -0.428
H -3.590 -2.479 -0.830
H 0.201 -2.153 1.270
H 0.579 -4.452 -0.158
H 3.753 -2.262 0.160
H 0.797 -1.685 -1.687
H -0.201 0.772 -1.992
H 1.779 4.613 -2.287
H 2.233 5.487 -0.380
H 2.789 3.864 -0.926
*
```

These are the Mulliken partial charges, in e, on atoms 1 to 2: number 1, C, carries -0.9273; number 2, C, carries -0.5856

Entry from the OMol25 dataset: a molecular structure, C3H2NdO3 in a non-equilibrium geometry (the ωB97M-V functional and the def2-TZVPD basis).

- relative energy (zero: lowest compared OMol25 entry of this formula, charge and spin) (kcal per mole) = 17.6
- <S²> = 6.003
- frontier orbital gap (alpha / beta) (eV) = 6.160 / 6.291
- DFT total energy (hartree) = -901.87944

```
! RIJCOSX wB97M-V def2-TZVPD def2/J DEFGRID3
* xyz 2 5
H -2.040 -0.228 0.986
C -1.221 1.050 0.125
C -1.521 -0.349 -0.109
O -0.259 -1.029 -0.105
C 0.673 -0.132 -0.071
O 0.110 1.109 0.141
O 1.863 -0.328 -0.062
Nd 4.516 0.483 0.093
H -2.121 -0.575 -0.998
*
```

These are the Mulliken partial charges, in e, on atoms 1 to 2: number 1, H, carries 0.3022; number 2, C, carries -0.3808